DFT (ωB97M-V with the def2-TZVPD basis set) results for C3H3N3O2 in the gas phase at a distorted geometry.

Each line ends with the Mulliken charge.
Geometry (Å):
H: -1.84567 -1.26601 -1.71042  0.321
N: -1.88373 -0.59784 -0.97642  -0.563
C: -0.75496 -0.45273 -0.50450  0.487
N: 0.44259 -1.14899 -0.87331  -0.579
C: 1.59546 -0.75688 -0.53092  0.168
O: 1.81118 0.26699 0.26626  -0.175
N: 0.75309 0.86076 0.94558  -0.524
C: -0.39651 0.55507 0.56524  0.537
O: -1.47217 1.08556 0.98400  -0.398
H: 2.60601 -1.03396 -0.92817  0.362
H: -1.31991 1.60935 1.78666  0.364

Energy relative to the best compared isomer or geometry (same formula, charge and spin) ... 88.7 kcal per mole
2S+1 ... 1
SMILES string ... [H]/N=c1\nconc1O